(1)
{"formula": "C28H84O14S14", "method": "the ωB97M-V functional and the def2-TZVPD basis", "species": ["S", "S", "S", "S", "S", "S", "S", "S", "S", "S", "S", "S", "S", "S", "O", "O", "O", "O", "O", "O", "O", "O", "O", "O", "O", "O", "O", "O", "C", "C", "C", "C", "C", "C", "C", "C", "C", "C", "C", "C", "C", "C", "C", "C", "C", "C", "C", "C", "C", "C", "C", "C", "C", "C", "C", "C", "H", "H", "H", "H", "H", "H", "H", "H", "H", "H", "H", "H", "H", "H", "H", "H", "H", "H", "H", "H", "H", "H", "H", "H", "H", "H", "H", "H", "H", "H", "H", "H", "H", "H", "H", "H", "H", "H", "H", "H", "H", "H", "H", "H", "H", "H", "H", "H", "H", "H", "H", "H", "H", "H", "H", "H", "H", "H", "H", "H", "H", "H", "H", "H", "H", "H", "H", "H", "H", "H", "H", "H", "H", "H", "H", "H", "H", "H", "H", "H", "H", "H", "H", "H"], "positions_angstrom": [[8.699, -1.891, 1.091], [-1.743, 1.952, 8.050], [-3.025, 8.479, 3.714], [5.661, 3.434, -3.778], [-0.483, -2.022, -7.953], [-6.643, -2.206, -4.997], [4.165, -5.478, -5.456], [1.449, -6.769, 2.555], [-4.610, -7.761, 0.109], [5.217, 0.517, 6.770], [0.116, 0.633, -0.631], [-6.085, -1.550, 3.753], [3.551, 7.805, 2.210], [-7.271, 5.452, -2.074], [-6.483, 6.576, -2.716], [-3.158, 1.544, 8.435], [5.425, -0.743, 7.633], [2.085, 8.045, 2.207], [8.205, -0.470, 1.061], [0.537, -3.159, -8.252], [-4.646, -1.758, 3.363], [6.363, 4.617, -4.325], [-3.223, -8.399, 0.383], [4.399, -4.943, -4.033], [-0.061, 1.536, 0.590], [2.812, -6.526, 3.235], [-2.983, 8.653, 5.249], [-5.938, -1.655, -3.726], [-8.425, -2.281, -4.419], [-1.357, -0.482, -0.466], [3.848, 6.054, 1.690], [7.045, 2.353, -3.178], [-4.525, -5.929, -0.087], [5.024, -7.089, -5.500], [1.716, -6.524, 0.772], [-6.932, -0.622, -5.959], [10.490, -1.646, 0.754], [3.959, 7.501, 3.953], [-5.505, -7.847, 1.692], [-8.052, 4.513, -3.411], [6.876, 1.121, 6.183], [-1.405, 1.285, 6.397], [1.501, -0.588, -0.382], [-7.029, -1.222, 2.211], [5.165, -4.422, -6.612], [8.468, -2.680, -0.637], [-1.861, 3.814, 7.631], [-6.059, 4.129, -1.650], [-0.871, -1.846, -6.150], [-4.790, 8.655, 3.125], [0.608, -0.533, -8.053], [-2.823, 6.713, 3.214], [5.164, 2.317, -5.138], [0.410, -5.258, 2.765], [4.684, -0.270, 5.202], [-6.182, 0.196, 4.357], [0.756, -6.609, 0.263], [-1.019, 4.044, 6.979], [7.417, 0.375, 5.602], [-1.784, 4.467, 8.500], [1.219, -1.358, -1.101], [6.609, 1.497, -2.662], [8.971, -2.026, -1.350], [-1.814, 0.280, 6.296], [8.920, -3.661, -0.778], [-8.759, 5.193, -3.886], [7.399, 1.372, 7.106], [-4.988, -7.277, 2.464], [1.271, -0.686, -8.904], [4.746, 1.397, -4.730], [-6.369, -0.742, 1.488], [3.808, -0.906, 5.325], [10.989, -2.590, 0.535], [-7.466, -0.761, -6.899], [-1.314, -0.858, -6.023], [1.765, -0.902, 0.627], [-5.342, 0.737, 3.922], [-3.720, 6.111, 3.357], [-9.052, -2.491, -5.285], [4.369, 2.738, -5.753], [7.396, -2.718, -0.835], [7.569, 2.783, -2.324], [-5.898, 0.247, 5.408], [-5.340, 4.009, -2.460], [-7.220, 4.306, -4.084], [7.823, 2.151, -3.914], [-6.452, -7.316, 1.596], [-0.007, -1.954, -5.495], [-3.623, -5.671, -0.643], [2.358, -0.085, -0.832], [-2.273, 0.058, -0.704], [-0.381, -5.226, 3.515], [-0.333, 1.250, 6.198], [-5.284, 7.695, 3.274], [6.096, -6.941, -5.631], [3.816, 8.355, 4.616], [-5.483, -5.807, -0.592], [-1.377, -1.342, -1.135], [6.876, 2.044, 5.602], [-4.352, -5.444, 0.874], [3.282, 5.284, 2.215], [-5.964, -0.185, -6.203], [-1.895, 6.251, 3.551], [4.633, -7.701, -6.313], [10.710, -1.000, -0.096], [0.992, -0.322, -7.055], [5.039, -4.791, -7.630], [3.237, 6.789, 4.353], [-5.310, 4.474, -0.937], [4.750, -3.419, -6.506], [-5.756, -8.839, 2.069], [-4.668, 8.697, 2.043], [-1.624, -2.593, -5.899], [4.901, 5.793, 1.793], [-2.781, 3.991, 7.073], [-6.535, 3.214, -1.297], [11.064, -1.408, 1.650], [-1.288, -0.874, 0.549], [-1.796, 1.837, 5.542], [6.211, -4.505, -6.320], [-8.810, -1.414, -3.882], [-7.895, -0.609, 2.463], [0.037, 0.377, -8.240], [-8.655, -3.156, -3.812], [-2.844, 6.662, 2.125], [-8.579, 3.628, -3.056], [4.492, 0.574, 4.538], [4.960, 7.128, 4.171], [-7.440, 0.061, -5.278], [2.338, -5.640, 0.628], [1.008, -4.351, 2.690], [-5.432, 9.463, 3.478], [3.631, 5.940, 0.628], [2.282, -7.367, 0.375], [4.881, -7.597, -4.546], [5.517, -0.864, 4.825], [-7.426, -2.147, 1.793], [6.034, 2.005, -5.715], [-7.122, 0.673, 4.078], [-0.177, -5.120, 1.857]], "forces_ev_per_angstrom": [[1.4, 0.9, -1.8], [-1.8, 1.0, 0.3], [-0.3, 0.7, 2.2], [1.3, -0.7, 0.3], [2.4, -1.0, -0.3], [-0.9, 2.9, 2.9], [0.0, 0.7, 1.7], [1.5, 0.8, 1.0], [2.2, -1.8, 0.7], [0.4, -2.8, 0.2], [-0.8, 0.4, 1.8], [0.6, 0.9, -0.4], [0.0, -1.0, 0.5], [1.1, 0.4, 0.1], [-0.8, -1.3, 0.5], [1.5, 0.3, -0.6], [0.2, 2.2, -0.8], [0.2, -0.1, -0.1], [-0.3, -1.1, -0.1], [-2.1, 1.8, 1.0], [-0.9, 0.0, 0.2], [-0.4, 0.1, -0.4], [-2.2, 1.5, -0.4], [-0.1, -0.5, -2.0], [0.6, -1.1, -1.5], [-2.2, -0.2, -1.1], [-0.3, -0.8, -2.6], [-0.6, -1.3, -2.2], [-0.2, -1.1, -0.9], [0.8, -0.5, -0.2], [0.3, -0.1, -0.3], [-0.5, 0.0, 1.0], [0.5, -1.2, 0.9], [0.5, 0.4, -0.4], [0.3, -0.7, 0.2], [0.4, -0.5, 0.1], [0.8, -1.4, 0.5], [-0.2, -0.3, 1.0], [-0.4, 1.1, 0.3], [0.3, 0.6, -0.1], [-0.2, -0.1, 0.3], [0.1, 0.2, -0.9], [-0.6, 0.9, -0.9], [-0.1, -0.2, 0.3], [-0.1, -1.1, 0.6], [-0.1, 0.8, 0.5], [0.5, -1.1, -0.5], [0.8, 0.7, -0.1], [0.0, -0.3, -0.5], [0.6, -1.4, -0.6], [-1.3, 0.4, 0.3], [-1.0, 0.0, -0.7], [0.1, -0.5, 0.1], [-0.4, 0.5, -1.4], [0.5, 1.0, 0.0], [0.8, -0.2, -0.1], [0.0, 0.7, 0.0], [0.1, 0.0, 0.0], [-0.1, -0.2, 0.3], [-0.2, -0.5, 0.2], [0.2, -0.5, 0.4], [-0.1, -0.6, -0.7], [-0.2, 0.3, 0.1], [0.0, 0.0, 0.5], [-0.1, -0.1, 0.7], [0.1, 0.0, 0.0], [0.1, -0.3, 0.0], [0.5, -0.2, 0.0], [0.3, -0.2, 0.5], [0.0, 0.0, 0.4], [0.0, 0.1, 0.1], [0.1, 0.3, 0.4], [-0.4, -0.5, -0.4], [-0.2, -0.2, 0.2], [0.0, 0.1, -0.1], [-0.6, -0.1, -0.1], [-0.1, -0.1, -0.7], [0.1, -0.1, 1.2], [0.0, 0.4, -0.4], [0.3, 0.4, 0.0], [0.1, 0.0, 0.0], [-0.2, 0.9, -0.2], [-0.7, -0.3, 0.2], [-0.7, -0.5, -0.8], [-0.3, -0.3, -0.2], [-0.5, -0.2, -0.3], [-0.2, 0.0, -0.4], [0.1, -0.1, -0.3], [-0.4, -0.3, -0.6], [0.1, 0.1, 0.2], [0.3, 0.4, 0.5], [0.8, -0.4, 0.6], [0.1, -0.1, 0.4], [-0.2, 0.1, 0.4], [0.0, 0.0, 0.0], [0.0, 0.5, -0.6], [0.2, 1.0, 0.1], [0.5, 0.0, -0.2], [-0.7, 0.0, -0.1], [-0.7, 0.1, 0.1], [-0.3, 0.4, 0.3], [0.1, -0.3, 0.2], [-0.2, 0.3, 0.3], [0.0, 0.1, 0.0], [-0.5, 0.3, 0.3], [0.9, -0.5, -0.3], [-0.1, 0.0, 0.0], [-0.1, -0.3, -0.3], [-0.7, 0.4, 0.8], [0.1, -0.1, 0.0], [0.5, -0.2, -0.6], [-0.1, 0.4, -0.1], [0.1, 0.0, -0.1], [0.2, 0.3, 0.2], [-0.1, -0.2, 0.2], [0.0, 0.1, -0.2], [-0.5, 0.9, 0.1], [-0.4, 0.3, 0.1], [-0.4, 0.4, 0.3], [0.0, 0.3, 0.1], [0.7, 0.3, -0.2], [0.1, 0.1, -0.1], [-0.4, -0.1, -0.4], [0.8, -0.1, 0.3], [0.6, 0.7, -0.3], [0.2, 0.0, 0.1], [-0.2, -0.2, -0.4], [0.1, -0.1, -0.5], [-0.1, -0.2, -0.1], [-0.5, 0.2, -0.1], [0.4, -0.2, 0.8], [0.7, 0.1, 0.3], [-0.2, 0.4, 0.0], [0.2, -0.1, 0.4], [-0.3, 0.3, 0.0], [0.0, 0.0, 0.1], [0.3, -0.1, 0.1], [0.0, 0.4, -0.2], [0.1, -0.1, 0.4], [-0.1, -0.6, -0.4]]}

=====

(2)
{"formula": "C28H84O19", "method": "the ωB97M-V functional and the def2-TZVPD basis", "species": ["O", "O", "O", "O", "O", "O", "O", "O", "O", "O", "O", "O", "O", "O", "O", "O", "O", "O", "O", "C", "C", "C", "C", "C", "C", "C", "C", "C", "C", "C", "C", "C", "C", "C", "C", "C", "C", "C", "C", "C", "C", "C", "C", "C", "C", "C", "C", "H", "H", "H", "H", "H", "H", "H", "H", "H", "H", "H", "H", "H", "H", "H", "H", "H", "H", "H", "H", "H", "H", "H", "H", "H", "H", "H", "H", "H", "H", "H", "H", "H", "H", "H", "H", "H", "H", "H", "H", "H", "H", "H", "H", "H", "H", "H", "H", "H", "H", "H", "H", "H", "H", "H", "H", "H", "H", "H", "H", "H", "H", "H", "H", "H", "H", "H", "H", "H", "H", "H", "H", "H", "H", "H", "H", "H", "H", "H", "H", "H", "H", "H", "H"], "positions_angstrom": [[-1.443, 1.175, 3.392], [-3.859, 1.281, -0.866], [-1.783, -2.687, 2.208], [1.302, 1.932, -3.827], [6.468, 0.778, -0.046], [-4.679, -2.205, -2.704], [3.142, -0.249, -5.074], [-4.100, -1.137, 2.696], [-2.187, -0.227, -2.696], [0.861, -1.891, -6.172], [1.178, -0.487, -1.559], [0.560, -0.553, 3.828], [3.750, -1.403, -2.713], [2.303, -3.494, -4.293], [5.208, 2.713, -1.551], [0.006, 5.275, 0.418], [-3.441, -2.012, 0.061], [-2.293, 2.563, 1.059], [1.205, -2.920, 2.595], [-4.351, -2.074, 3.789], [-1.856, 3.855, 0.799], [-1.980, 2.661, 5.287], [-3.277, -3.321, 0.580], [2.457, 0.779, 3.138], [1.274, -0.364, -0.128], [4.301, 0.204, -4.480], [1.576, -3.673, 3.707], [6.826, -0.536, 1.983], [0.353, 2.619, -4.582], [-0.355, 3.864, 0.799], [0.905, -3.676, -4.467], [-5.760, 2.203, 0.069], [1.425, 0.571, 4.178], [-0.958, 3.015, -3.921], [6.459, 0.841, 1.383], [4.426, 3.844, -1.160], [-5.552, -1.713, 4.640], [-1.882, -3.504, 1.055], [3.299, 3.495, -0.236], [-2.293, 1.379, 4.444], [-5.255, 1.223, -0.992], [0.225, -2.464, -5.055], [-0.210, -0.268, 0.253], [4.885, -0.802, -3.409], [-2.801, -0.886, -3.755], [0.964, -5.023, 3.499], [-3.450, -2.262, -3.401], [-3.478, -2.013, 4.457], [1.095, -2.003, 2.898], [2.643, -3.871, 3.856], [-0.127, -4.926, 3.557], [5.424, 1.090, 1.809], [-0.706, -1.161, -0.088], [-0.587, 0.644, -0.197], [-5.623, 1.457, -1.970], [5.536, -0.244, -2.713], [-2.223, 0.526, 5.128], [-2.755, -2.841, -2.776], [2.419, 0.259, -4.681], [-0.846, 3.744, -3.042], [-5.507, -2.407, 5.539], [0.846, -4.608, -5.067], [0.076, 2.036, -5.446], [5.936, -1.131, 1.864], [-5.417, 3.165, -0.251], [-2.329, 4.181, -0.119], [-1.280, -0.526, -2.478], [-3.751, -2.796, -4.269], [5.013, 0.329, -5.303], [7.122, -0.558, 3.076], [-3.349, 0.678, -1.469], [0.732, 3.607, -4.944], [1.463, -1.154, -5.997], [1.345, -5.318, 2.491], [-0.432, -0.158, 1.309], [-1.783, 1.646, 2.599], [5.938, 1.496, -0.453], [-0.012, -1.850, -4.163], [-1.467, 3.670, -4.644], [-5.336, 1.876, 1.024], [-6.852, 2.178, 0.206], [3.995, 1.129, -3.954], [-3.649, -1.433, 0.812], [1.221, -5.806, 4.210], [3.886, 4.176, -2.085], [2.726, 4.457, -0.073], [0.794, 1.494, 4.161], [3.223, -1.853, -3.432], [0.384, -3.852, -3.567], [-2.912, 2.236, 0.336], [2.083, 0.815, 2.113], [2.980, 1.724, 3.352], [2.657, 2.790, -0.747], [-0.323, -0.168, 3.709], [-3.449, -4.072, -0.179], [-5.634, 0.202, -0.697], [1.326, -3.173, 4.645], [1.880, 0.595, 0.026], [2.088, -0.727, -1.887], [5.121, 4.550, -0.657], [-2.584, 2.765, 6.190], [-2.021, 3.586, 4.739], [0.160, 3.205, 0.092], [-2.131, -0.848, -4.622], [4.650, 2.175, -2.121], [-2.153, 4.442, 1.621], [-3.341, 1.425, 4.139], [-0.830, -2.523, 2.444], [5.417, -1.649, -3.880], [-4.569, -2.082, -1.717], [7.176, 1.689, 1.563], [3.247, 0.011, 3.130], [-1.597, -4.492, 1.352], [-0.816, -2.801, -5.320], [7.645, -1.034, 1.498], [-0.940, 2.614, 5.736], [1.853, 0.444, 5.189], [-1.587, 2.249, -3.540], [3.727, 3.204, 0.744], [-3.642, -0.275, -4.041], [-5.454, -0.632, 4.942], [-3.934, -3.513, 1.388], [1.820, -1.232, 0.220], [0.869, 1.390, -3.117], [-3.264, -0.798, 2.921], [2.621, -3.351, -5.218], [-6.577, -1.848, 4.298], [0.163, 5.833, 1.218], [0.084, 3.691, 1.835], [-1.143, -3.133, 0.383], [-4.568, -3.052, 3.330]], "forces_ev_per_angstrom": [[0.4, 0.0, -1.6], [1.4, -0.3, -0.7], [1.2, 0.9, 1.3], [0.3, -1.0, 1.5], [-0.6, -0.7, 0.0], [-0.3, 0.8, 1.5], [-1.7, -0.8, -0.6], [-2.0, -0.8, 0.6], [0.8, 0.6, 1.5], [-0.3, -0.1, -0.1], [1.3, -0.3, -1.0], [0.7, 0.5, 0.7], [0.2, 0.3, -0.9], [0.4, 0.7, -0.6], [0.1, 0.0, 0.1], [0.2, -0.7, 0.9], [-0.5, -0.1, -0.4], [-1.4, -2.1, -0.4], [0.1, 0.9, -0.5], [-0.8, 0.4, -0.8], [0.4, -1.0, -0.4], [1.6, -0.9, 0.7], [0.9, -0.1, -1.0], [1.8, 0.0, -0.5], [-0.3, 1.4, -1.0], [1.2, 0.0, 1.2], [0.6, -0.9, 1.3], [0.1, 0.7, 0.9], [-1.2, 1.4, -0.4], [1.5, 2.6, 0.7], [0.8, -0.9, -1.8], [-0.5, -1.1, -0.2], [-1.6, 0.3, -0.1], [0.5, 2.5, 1.3], [0.0, 1.0, 0.1], [-0.4, 0.1, -0.9], [0.1, 0.6, 1.8], [0.6, 0.9, 1.5], [0.1, 1.6, 1.0], [-1.2, 1.2, 2.5], [-1.0, -1.3, 1.9], [-1.5, -0.4, 0.5], [1.1, 0.5, 0.8], [-1.5, -0.2, -0.6], [-0.9, -0.8, -0.6], [-0.5, -0.5, -0.4], [0.7, 0.5, 1.3], [-0.2, -0.7, -0.4], [0.2, 0.2, 0.0], [0.4, 0.5, -0.7], [0.1, -0.2, -0.5], [1.3, 0.0, -0.7], [-0.3, -0.1, -0.3], [-0.4, -0.1, -0.4], [0.0, 0.2, -0.7], [-0.3, -0.5, -0.1], [0.1, 0.0, -0.1], [0.2, -0.1, -0.4], [-0.1, 0.0, 0.0], [0.4, -1.0, -1.0], [0.1, 1.1, -0.7], [-0.6, 0.6, 0.0], [0.1, -0.3, -0.6], [-0.2, -0.6, 0.0], [0.1, 0.9, 0.3], [0.4, 0.6, -0.3], [-0.7, -0.1, -0.3], [0.4, -0.4, -1.1], [0.2, 0.5, 0.5], [-0.6, 0.5, -1.1], [-0.6, 0.4, 0.4], [0.5, -1.0, 0.2], [-0.1, -0.4, 0.5], [-0.8, -0.1, 0.7], [0.3, -0.1, 0.3], [0.2, -0.1, -0.1], [0.4, -0.2, 0.5], [0.7, 0.8, -0.7], [-0.3, -0.6, 0.0], [0.1, 0.4, -0.1], [0.3, 0.1, -0.4], [0.9, 0.0, -0.3], [0.0, -0.2, 0.0], [0.4, 0.2, 0.2], [1.1, 0.7, 0.6], [0.3, -1.1, -0.1], [0.3, -0.8, 0.4], [0.6, 0.3, 1.0], [-0.1, -0.4, 1.5], [0.8, 0.1, 0.9], [-0.3, 0.1, 0.3], [-0.1, -0.1, -0.1], [-0.3, -0.4, 0.4], [0.1, 0.1, -0.2], [-0.4, 0.0, -0.6], [0.4, 0.7, -0.5], [-0.6, 0.0, 0.0], [-0.9, -1.2, 0.5], [-0.9, 0.2, 0.2], [-0.5, -0.2, -0.9], [-0.5, -0.2, -0.3], [-0.2, 0.3, -0.5], [-0.4, 0.1, 0.0], [-0.1, -0.7, 0.0], [0.0, -0.1, -0.1], [-0.6, 1.3, 0.8], [0.0, 0.0, -0.2], [-1.1, -0.6, -0.5], [0.1, 0.6, 0.1], [0.4, -0.1, -1.4], [-0.6, -0.9, 0.9], [-0.3, 0.0, 0.1], [-0.2, -1.1, -0.2], [0.9, 0.3, -0.4], [0.3, 0.0, -0.6], [-0.9, -0.1, -0.8], [-0.2, -0.1, -0.4], [-0.6, -1.0, -0.1], [-0.7, -0.4, -0.4], [-0.4, 0.5, -0.1], [-0.1, -1.1, 0.1], [-0.8, -0.1, 0.8], [0.0, -0.1, 0.6], [0.4, 0.6, -0.8], [1.8, 0.8, -0.1], [-0.1, -0.1, 1.1], [0.3, 0.0, -0.8], [-0.3, -1.0, -0.9], [-0.7, -0.2, -1.2], [0.4, 0.0, -1.2], [0.8, 0.1, 0.4]]}

=====

Asked for HOMO across the records above, the calculation gives -8.642, -9.498 eV in order.
Asked for orbital gap across the records above, the calculation gives 8.340, 9.952 eV in order.